(1)
This record from the Open Molecules 2025 dataset describes a 2-piece molecular cluster, C3H5Cl overall. The level of theory is ωB97M-V/def2-TZVPD.

Summary:
SMILES: C1=CC1.Cl
Relative energy (zero: lowest compared OMol25 entry of this formula, charge and spin) in eV: 2.553
E_tot in eV: -15711.29270

Positions of all 9 atoms, in Å:
C (-0.35128, 0.75859, -0.22619)
C (-0.53806, -0.47897, -0.47154)
C (-1.37517, -0.03420, 0.62470)
H (0.30723, 1.53815, -0.34739)
H (-0.42417, -1.32684, -1.13943)
H (-1.13870, -0.39931, 1.72845)
H (-2.44206, 0.05043, 0.33023)
Cl (3.25195, -0.48890, 0.12715)
H (2.71027, 0.38106, -0.62597)

***

(2)
This record from the Open Molecules 2025 dataset describes a single C6H9N3O molecule. The level of theory is ωB97M-V/def2-TZVPD.

Summary:
SMILES: CC(=O)Nc1nccn1C
Relative energy (zero: lowest compared OMol25 entry of this formula, charge and spin) in eV: 2.696
E_tot in eV: -12883.24844

Positions of all 19 atoms, in Å:
C (2.28246, -1.11525, 0.75569)
C (2.22792, 0.01623, -0.24484)
O (3.34075, 0.51003, -0.67868)
N (1.04179, 0.45557, -0.59036)
C (-0.18247, -0.22033, -0.47308)
N (-0.43684, -1.51282, -0.63638)
C (-1.75099, -1.58103, -0.35434)
C (-2.32942, -0.43659, -0.06057)
N (-1.28011, 0.51221, -0.10475)
C (-1.30469, 1.87846, 0.16645)
H (1.75724, -1.90874, 0.32178)
H (1.85259, -0.79187, 1.76484)
H (3.29801, -1.08455, 1.22458)
H (1.08318, 0.89852, -1.38177)
H (-2.03418, -2.37882, -0.64995)
H (-3.35717, -0.24823, 0.11760)
H (-2.32164, 2.24201, 0.73360)
H (-0.60782, 2.29690, 0.88602)
H (-1.27861, 2.46831, -0.79586)

***

(3)
This record from the Open Molecules 2025 dataset describes a single C21H27ClN2O5 molecule. The level of theory is ωB97M-V/def2-TZVPD.

Summary:
SMILES: COc1c(C)cc(C(=O)NCCCOCCNC(=O)C#C[C@H]2CCOC2)cc1Cl
Relative energy (zero: lowest compared OMol25 entry of this formula, charge and spin) in eV: 2.043
E_tot in eV: -47953.81089

Positions of all 56 atoms, in Å:
C (-6.92293, 1.43118, 0.89781)
O (-6.41202, 0.36019, 0.10732)
C (-5.09281, 0.08654, 0.34241)
C (-4.12711, 0.58899, -0.52983)
C (-4.53652, 1.44178, -1.69750)
C (-2.79618, 0.26449, -0.31099)
C (-2.41816, -0.53608, 0.75995)
C (-0.95793, -0.82127, 0.91923)
O (-0.19888, -0.78520, -0.03704)
N (-0.50874, -1.09619, 2.16920)
C (0.92055, -1.23077, 2.40977)
C (1.47266, -2.58990, 1.99786)
C (2.97941, -2.63652, 2.14095)
O (3.54412, -1.72821, 1.21706)
C (4.92042, -1.51505, 1.41840)
C (5.42259, -0.56617, 0.35014)
N (5.56016, -1.18583, -0.95622)
C (5.01334, -0.71714, -2.12287)
O (5.53944, -0.90492, -3.20147)
C (3.75445, -0.00073, -1.98164)
C (2.71550, 0.58486, -1.84520)
C (1.45264, 1.29268, -1.70208)
C (1.51184, 2.79646, -2.00462)
C (0.04141, 3.11822, -2.30174)
O (-0.60772, 1.87846, -2.60156)
C (0.37233, 0.84995, -2.68642)
C (-3.38293, -1.04765, 1.61766)
C (-4.71306, -0.73719, 1.39951)
Cl (-5.92512, -1.41389, 2.44046)
H (-7.96538, 1.55543, 0.61612)
H (-6.86097, 1.19874, 1.96249)
H (-6.37883, 2.35772, 0.69626)
H (-3.65768, 1.75045, -2.26163)
H (-5.20384, 0.89030, -2.36082)
H (-5.07551, 2.33336, -1.37446)
H (-2.03468, 0.64150, -0.98364)
H (-1.12927, -0.94844, 2.94481)
H (1.44314, -0.45867, 1.84342)
H (1.09526, -1.05279, 3.47253)
H (1.02590, -3.37982, 2.60636)
H (1.20873, -2.77535, 0.95551)
H (3.27716, -2.35660, 3.16364)
H (3.35641, -3.64953, 1.95333)
H (5.09461, -1.08043, 2.41244)
H (5.46690, -2.46780, 1.36665)
H (4.71939, 0.26352, 0.27494)
H (6.38970, -0.15844, 0.65651)
H (6.44414, -1.64155, -1.13174)
H (1.06639, 1.11888, -0.69593)
H (1.91506, 3.38048, -1.17923)
H (2.13676, 2.96717, -2.88164)
H (-0.46298, 3.55857, -1.43863)
H (-0.06155, 3.80104, -3.14815)
H (0.78255, 0.78112, -3.70071)
H (-0.08901, -0.09285, -2.40427)
H (-3.12313, -1.71708, 2.42729)

***

(4)
This record from the Open Molecules 2025 dataset describes C38H54CaN3O3 as an isolated structure. The level of theory is ωB97M-V/def2-TZVPD.

Summary:
Charge: +1
Relative energy (zero: lowest compared OMol25 entry of this formula, charge and spin) in eV: 0.000
E_tot in eV: -69332.45839

Positions of all 99 atoms, in Å:
Ca (1.96264, 0.68291, -0.94309)
C (-3.46673, 5.13329, -2.27077)
C (-3.76432, 3.62426, -2.34485)
C (-4.43787, 3.19365, -1.04504)
C (-4.71532, 3.34039, -3.51932)
C (-2.45891, 2.88760, -2.57616)
C (-1.99945, 1.92635, -1.76063)
C (-0.74634, 1.27917, -2.09528)
N (-0.25299, 0.22804, -1.56845)
C (-0.78221, -0.32082, -0.35830)
C (-1.68656, -1.37626, -0.38266)
C (-2.07531, -1.97841, 0.79881)
C (-1.51724, -1.47721, 1.98058)
C (-0.60589, -0.43497, 2.03831)
C (-0.19526, 0.17156, 0.82615)
O (0.72649, 1.14318, 0.75560)
C (-0.05032, 0.06952, 3.37631)
C (-0.64175, -0.68834, 4.56630)
C (-0.39279, 1.55721, 3.54609)
C (1.47423, -0.12659, 3.42809)
C (-3.05728, -3.14698, 0.85993)
C (-4.27016, -2.75081, 1.71418)
C (-3.55490, -3.54579, -0.52823)
C (-2.36189, -4.36044, 1.49385)
C (0.14524, 1.92455, -3.13417)
O (1.36273, 1.76323, -3.00831)
C (-0.47720, 2.78021, -4.13716)
C (-1.69620, 3.23803, -3.79742)
C (0.28794, 3.19914, -5.38775)
C (0.92041, 1.96210, -6.04466)
C (-0.65045, 3.85161, -6.40364)
C (1.38028, 4.20817, -5.00050)
H (-4.39593, 5.67830, -2.10136)
H (-3.02616, 5.51463, -3.19306)
H (-2.78610, 5.35528, -1.44710)
H (-5.35365, 3.76930, -0.91101)
H (-3.79706, 3.37604, -0.18062)
H (-4.71145, 2.13706, -1.06218)
H (-5.65458, 3.87130, -3.35996)
H (-4.93526, 2.27398, -3.59245)
H (-4.30849, 3.67314, -4.47510)
H (-2.53996, 1.56967, -0.89651)
H (-2.06139, -1.70717, -1.34335)
H (-1.81645, -1.94163, 2.90938)
H (-1.72705, -0.58096, 4.61535)
H (-0.22724, -0.27590, 5.48769)
H (-0.39391, -1.75165, 4.53923)
H (-1.47642, 1.69438, 3.55976)
H (0.02406, 2.15576, 2.73916)
H (0.00557, 1.92251, 4.49545)
H (1.72075, -1.18734, 3.32591)
H (1.86078, 0.21516, 4.39109)
H (1.96442, 0.44330, 2.63974)
H (-4.78143, -1.89037, 1.27759)
H (-3.97783, -2.48973, 2.73165)
H (-4.97999, -3.57857, 1.77102)
H (-4.08287, -2.72491, -1.01838)
H (-4.25197, -4.38009, -0.43740)
H (-2.73511, -3.86773, -1.17451)
H (-2.01827, -4.14397, 2.50596)
H (-1.49399, -4.65689, 0.89999)
H (-3.04900, -5.20726, 1.54554)
H (-2.17220, 3.93972, -4.46831)
H (0.16472, 1.20122, -6.25235)
H (1.69797, 1.52239, -5.42298)
H (1.37246, 2.24906, -6.99444)
H (-1.47733, 3.18824, -6.66641)
H (-0.09009, 4.07120, -7.31231)
H (-1.05942, 4.79844, -6.04555)
H (2.07442, 3.78236, -4.27743)
H (0.93794, 5.10905, -4.57160)
H (1.94786, 4.49509, -5.88716)
C (4.15954, -1.89052, 5.55172)
C (4.99538, -2.82587, 4.69075)
N (4.70440, -2.68925, 3.25779)
C (5.74450, -2.10576, 2.42148)
C (5.94622, -0.61784, 2.67675)
C (3.57450, -3.28716, 2.81474)
O (2.84782, -3.94807, 3.53904)
C (3.13783, -3.10363, 1.38315)
C (2.56667, -4.18733, 0.72960)
C (1.99997, -4.00752, -0.51991)
C (1.97608, -2.73614, -1.06031)
N (2.50063, -1.67761, -0.43216)
C (3.08359, -1.87183, 0.75882)
H (4.41783, -2.02578, 6.60222)
H (3.10056, -2.11248, 5.42865)
H (4.33335, -0.84656, 5.28653)
H (4.80816, -3.85947, 4.98021)
H (6.05906, -2.62470, 4.82030)
H (5.50762, -2.29000, 1.37595)
H (6.67722, -2.63916, 2.62323)
H (5.01886, -0.06097, 2.52524)
H (6.71188, -0.21957, 2.01022)
H (6.27079, -0.43744, 3.70162)
H (2.55022, -5.15032, 1.22325)
H (1.55143, -4.83139, -1.05645)
H (1.49994, -2.54526, -2.01440)
H (3.46298, -0.98831, 1.26117)

***

(5)
This record from the Open Molecules 2025 dataset describes a 15-piece molecular cluster, C26H55Cl28FNO overall. The level of theory is ωB97M-V/def2-TZVPD.

Summary:
Charge: +1
E_tot in eV: -384731.22034

Positions of all 112 atoms, in Å:
C (1.22731, 3.95440, 4.65739)
O (-0.15377, 3.68038, 4.80316)
C (-0.52499, 2.32249, 4.72291)
C (-1.18646, 1.92785, 3.37865)
C (-1.09443, 2.98854, 2.28076)
C (-2.19568, 2.83067, 1.22745)
C (-2.03508, 1.65019, 0.24960)
C (-0.63441, 1.51151, -0.36402)
C (0.36935, 0.64212, 0.39421)
C (-0.22086, -0.68248, 0.85024)
N (0.68216, -1.53353, 1.71564)
C (2.14479, -1.52868, 1.43270)
C (2.79806, -2.69914, 2.15540)
C (4.30365, -2.69757, 1.94526)
F (2.20543, -3.85280, 1.64704)
H (1.64773, 4.30932, 5.60066)
H (1.34929, 4.74276, 3.90965)
H (1.79593, 3.08489, 4.31721)
H (0.31470, 1.65188, 4.93315)
H (-1.24786, 2.14601, 5.51935)
H (-0.67480, 1.02302, 3.02203)
H (-2.22635, 1.63191, 3.51855)
H (-1.20454, 3.98381, 2.70560)
H (-0.11859, 2.99551, 1.79073)
H (-3.16640, 2.73617, 1.72083)
H (-2.23029, 3.73954, 0.62439)
H (-2.39817, 0.73518, 0.72575)
H (-2.72710, 1.83709, -0.57534)
H (-0.20825, 2.51894, -0.40221)
H (-0.70554, 1.19298, -1.40154)
H (1.22343, 0.49608, -0.28101)
H (0.77678, 1.15564, 1.27242)
H (-0.51609, -1.26838, -0.02211)
H (-1.12746, -0.54564, 1.43509)
H (0.54286, -1.30009, 2.69906)
H (0.38080, -2.50474, 1.59593)
H (2.56335, -0.60173, 1.82337)
H (2.35033, -1.54483, 0.36642)
H (2.56934, -2.61700, 3.22339)
H (4.62030, -1.67275, 1.74677)
H (4.58953, -3.31575, 1.09986)
H (4.83283, -3.03280, 2.83477)
C (3.06339, -1.31383, -3.03401)
Cl (1.49221, -0.66607, -2.52684)
Cl (4.27471, -1.20238, -1.74507)
H (2.93611, -2.35672, -3.30010)
H (3.41424, -0.74626, -3.88569)
C (7.94661, -1.84243, -2.00785)
Cl (9.42703, -0.99832, -2.45795)
Cl (7.41757, -1.43387, -0.36392)
H (7.15948, -1.55604, -2.69532)
H (8.12369, -2.91066, -2.05051)
C (7.55378, 1.83928, 1.43287)
Cl (5.94765, 2.40671, 1.92098)
Cl (8.71679, 1.92076, 2.76022)
H (7.46296, 0.80828, 1.12082)
H (7.90839, 2.45946, 0.61862)
C (-3.71335, 0.19727, 6.46814)
Cl (-3.93267, 1.80099, 5.75049)
Cl (-2.00853, -0.28995, 6.49489)
H (-4.08198, 0.22402, 7.48832)
H (-4.27095, -0.52299, 5.88116)
C (-5.99546, 1.30307, 10.15879)
Cl (-5.60003, 1.16667, 11.86805)
Cl (-5.67893, -0.21435, 9.28693)
H (-7.04851, 1.53818, 10.05838)
H (-5.38567, 2.08232, 9.71724)
C (10.39923, -1.74914, 2.36690)
Cl (10.62595, -2.21215, 0.67711)
Cl (9.65001, -3.04136, 3.31511)
H (11.36763, -1.52055, 2.79509)
H (9.75396, -0.87872, 2.40264)
C (1.30527, -2.51361, -6.47822)
Cl (1.52304, -0.84089, -5.93195)
Cl (2.80928, -3.43673, -6.38422)
H (0.56588, -2.98651, -5.84650)
H (0.97339, -2.50062, -7.50828)
C (-1.18894, -5.70151, -7.06073)
Cl (-1.11190, -4.35215, -8.19953)
Cl (0.30339, -5.85701, -6.12255)
H (-2.00634, -5.51623, -6.37338)
H (-1.35425, -6.62132, -7.60857)
C (-1.47755, 6.94545, 1.63178)
Cl (-2.90032, 7.15080, 0.60705)
Cl (-0.29137, 5.85749, 0.89583)
H (-1.01214, 7.91241, 1.77892)
H (-1.78917, 6.52389, 2.58108)
C (-2.26596, -1.07048, -4.23080)
Cl (-1.81905, -1.45534, -2.55452)
Cl (-2.08376, -2.46920, -5.29126)
H (-3.30181, -0.75481, -4.24675)
H (-1.61992, -0.27924, -4.59036)
C (-8.86233, -2.03437, 9.54139)
Cl (-10.13186, -1.61166, 8.38419)
Cl (-9.46534, -2.08743, 11.20068)
H (-8.47200, -3.01174, 9.28343)
H (-8.08445, -1.28286, 9.48413)
C (-2.93630, 3.69460, -3.34603)
Cl (-2.16899, 4.66558, -2.08756)
Cl (-2.12678, 2.12946, -3.55629)
H (-3.96564, 3.50903, -3.06328)
H (-2.88987, 4.23448, -4.28400)
C (-2.57156, -1.39362, -9.98662)
Cl (-4.08819, -0.99819, -9.17881)
Cl (-1.17373, -1.12431, -8.92948)
H (-2.59044, -2.43661, -10.27199)
H (-2.46856, -0.76018, -10.86030)
C (-4.95932, -2.41902, -13.10414)
Cl (-5.48116, -0.81505, -12.58200)
Cl (-4.65400, -3.50256, -11.73557)
H (-5.73978, -2.85535, -13.71547)
H (-4.04357, -2.31679, -13.67398)

***

(6)
This record from the Open Molecules 2025 dataset describes a 14-piece molecular cluster, BF4H26O13 overall. The level of theory is ωB97M-V/def2-TZVPD.

Summary:
Charge: -1
Relative energy (zero: lowest compared OMol25 entry of this formula, charge and spin) in eV: 0.752
E_tot in eV: -38596.27290

Positions of all 44 atoms, in Å:
B (0.06541, 0.17921, 0.33793)
F (-0.46877, -0.55477, 1.39843)
F (1.39875, -0.16590, 0.17777)
F (-0.48415, -0.07669, -0.85838)
F (-0.05611, 1.48851, 0.68046)
O (3.82528, -1.65989, -1.11356)
H (2.99046, -2.04476, -1.38035)
H (4.34601, -2.40329, -0.80953)
O (-1.43368, -0.91095, -3.37538)
H (-1.71403, -1.03026, -4.28280)
H (-1.51542, 0.03013, -3.22072)
O (-0.99003, 2.22501, -2.18886)
H (-1.25487, 2.89833, -1.56217)
H (-0.62959, 1.52227, -1.64805)
O (2.53494, 2.35273, -0.24233)
H (3.31789, 1.89725, 0.06711)
H (1.80705, 1.88035, 0.16172)
O (2.66529, -0.69432, 2.65838)
H (2.55621, -0.45844, 1.73713)
H (3.60907, -0.64209, 2.80935)
O (0.26153, -1.05721, 4.33953)
H (1.05975, -0.82328, 3.86588)
H (-0.44818, -0.84493, 3.73333)
O (-1.73632, 4.11225, -0.21872)
H (-2.57479, 4.19834, 0.23493)
H (-1.21025, 3.55341, 0.35329)
O (-0.86127, 1.90679, 3.23284)
H (-0.63362, 1.32603, 2.50681)
H (-0.13891, 2.53344, 3.27448)
O (1.10554, -2.87582, -0.20184)
H (0.66210, -3.48036, 0.39324)
H (1.01123, -2.01834, 0.21296)
O (1.68787, 0.23577, -2.54128)
H (2.36949, 0.46194, -1.90845)
H (1.02001, -0.21441, -2.02405)
O (-1.44113, -2.89854, -1.49463)
H (-0.69644, -2.99278, -0.90066)
H (-1.21519, -2.14925, -2.04577)
O (-3.77133, -0.82042, -1.40514)
H (-3.49744, -0.20447, -0.72557)
H (-2.96992, -1.28616, -1.64403)
O (-3.09784, 0.05092, 0.99331)
H (-3.30873, -0.54217, 1.71443)
H (-2.14591, -0.00305, 0.90876)